(1)
ORCA calculation (wB97M-V/def2-TZVPD) on a structure of composition C5H8O2.

Properties
Total charge = 0
Relative energy (zero: lowest compared OMol25 entry of this formula, charge and spin) = 546.1 kJ/mol
Kohn-Sham gap = 8.30 eV

Each line ends with the Löwdin charge.
Geometry (Å):
O: 2.132 0.607 -0.556  -0.06
C: 0.904 0.416 0.735  -0.13
C: -0.100 1.234 0.094  -0.10
C: -1.031 0.000 0.127  -0.48
O: -2.294 -0.041 0.686  0.04
C: -0.507 -1.059 -0.769  -0.03
C: 0.127 -0.863 0.606  -0.13
H: 2.227 -0.229 -1.045  0.09
H: 1.561 0.626 1.578  0.13
H: -0.404 2.192 0.508  0.08
H: 1.189 1.111 -0.889  0.12
H: -2.884 0.444 0.094  0.11
H: -1.094 -1.974 -0.817  0.11
H: 0.031 -0.798 -1.681  0.10
H: 0.142 -1.668 1.331  0.14

(2)
ORCA calculation (wB97M-V/def2-TZVPD) on a structure of composition C23H21Cl3F24INO4P.

Properties
Total charge = +1
Relative energy (zero: lowest compared OMol25 entry of this formula, charge and spin) = 0.0 kJ/mol
Kohn-Sham gap = 7.98 eV

Each line ends with the Löwdin charge.
Geometry (Å):
C: 4.635 4.719 -1.650  -0.13
C: 4.169 3.927 -2.874  -0.77
Cl: 5.639 3.398 -3.743  0.65
C: 3.310 4.775 -3.845  -0.66
Cl: 4.047 6.401 -4.042  0.73
C: 1.885 4.868 -3.309  -0.20
C: 1.511 6.033 -2.694  -0.02
C: 0.269 6.182 -2.175  0.00
C: -0.602 5.168 -2.287  -0.16
N: -0.249 4.029 -2.872  -0.42
I: -1.761 2.584 -2.953  1.17
C: 0.983 3.816 -3.396  -0.35
P: 1.111 2.097 -4.166  0.51
O: 1.331 1.223 -2.809  -0.39
Cl: 2.891 1.848 -5.116  0.36
H: 4.782 4.018 -0.832  0.08
H: 3.887 5.434 -1.317  0.07
H: 5.583 5.192 -1.854  0.06
H: 3.601 3.073 -2.534  0.04
H: 3.309 4.399 -4.858  0.05
H: 2.194 6.857 -2.585  0.09
H: 0.010 7.103 -1.686  0.14
H: -1.597 5.265 -1.886  0.11
H: 1.742 1.736 -2.092  0.05
C: 3.826 -1.258 1.540  -0.04
C: 3.426 -0.064 0.652  -0.43
C: 4.355 0.318 -0.500  -0.28
F: 5.559 0.723 -0.079  0.12
F: 3.792 1.372 -1.170  0.05
F: 3.173 1.019 1.417  0.14
F: 2.242 -0.406 0.052  0.09
O: 4.414 -0.980 2.799  0.05
C: 5.781 -0.830 2.959  -0.53
C: 6.137 0.561 3.490  -0.28
F: 5.731 1.519 2.627  0.09
F: 7.477 0.656 3.620  0.11
F: 6.457 -1.128 1.832  0.15
F: 6.168 -1.719 3.894  0.16
H: 2.880 -1.731 1.800  0.15
H: 4.387 -2.009 0.984  0.15
H: 4.479 -0.510 -1.203  0.18
H: 5.663 0.731 4.458  0.18
C: -1.391 -1.809 -1.472  -0.03
C: -1.435 -3.241 -0.912  -0.43
C: -1.779 -4.384 -1.870  -0.31
F: -3.019 -4.247 -2.379  0.10
F: -1.743 -5.548 -1.186  0.11
F: -2.263 -3.260 0.156  0.12
F: -0.179 -3.509 -0.458  0.11
O: -2.520 -0.973 -1.220  0.03
C: -3.615 -0.917 -2.049  -0.53
C: -4.906 -1.335 -1.334  -0.29
F: -4.814 -2.608 -0.914  0.11
F: -5.934 -1.243 -2.204  0.11
F: -3.420 -1.588 -3.194  0.16
F: -3.760 0.400 -2.399  0.02
H: -0.590 -1.321 -0.918  0.14
H: -1.081 -1.786 -2.517  0.15
H: -1.056 -4.438 -2.689  0.18
H: -5.095 -0.688 -0.473  0.17
C: -4.300 -3.689 2.552  -0.04
C: -3.835 -4.414 3.828  -0.44
C: -4.859 -5.262 4.587  -0.31
F: -5.874 -4.512 5.057  0.10
F: -4.250 -5.837 5.648  0.10
F: -3.253 -3.526 4.665  0.13
F: -2.860 -5.282 3.432  0.11
O: -4.603 -2.299 2.646  0.04
C: -5.857 -1.833 2.969  -0.53
C: -5.843 -1.000 4.254  -0.29
F: -5.430 -1.742 5.298  0.11
F: -7.096 -0.563 4.512  0.10
F: -6.774 -2.813 3.015  0.16
F: -6.231 -0.996 1.963  0.12
H: -3.441 -3.710 1.891  0.12
H: -5.082 -4.239 2.028  0.15
H: -5.260 -6.052 3.946  0.17
H: -5.176 -0.142 4.143  0.17

(3)
ORCA calculation (wB97M-V/def2-TZVPD) on a structure of composition C21H35AsBMnO10P2.

Properties
Total charge = -1
2S+1 = 6
Relative energy (zero: lowest compared OMol25 entry of this formula, charge and spin) = 0.0 kJ/mol
Kohn-Sham gap (spin up / spin down) = 5.63 / 6.34 eV

Each line ends with the Löwdin charge.
Geometry (Å):
Mn: -0.043 0.010 0.298  0.82
C: -1.325 -1.898 1.609  -0.27
C: -0.194 -2.553 1.073  -0.28
C: 0.959 -1.998 1.677  -0.29
C: 0.546 -0.991 2.574  -0.30
C: -0.870 -0.916 2.521  -0.30
C: -1.750 -0.023 3.342  -0.05
C: 1.443 -0.170 3.453  -0.05
C: 2.367 -2.445 1.432  -0.06
C: -0.174 -3.647 0.045  -0.06
C: -2.770 -2.180 1.316  -0.05
H: -2.015 -0.472 4.307  0.07
H: -2.685 0.195 2.819  0.08
H: -1.265 0.934 3.555  0.06
H: 1.629 -0.651 4.421  0.07
H: 1.016 0.815 3.648  0.05
H: 2.421 -0.006 2.988  0.06
H: 2.679 -3.245 2.115  0.07
H: 3.077 -1.622 1.571  0.05
H: 2.485 -2.820 0.413  0.06
H: 0.217 -4.591 0.443  0.07
H: 0.453 -3.381 -0.814  0.06
H: -1.178 -3.870 -0.325  0.06
H: -3.299 -2.522 2.212  0.07
H: -2.886 -2.957 0.558  0.06
H: -3.289 -1.294 0.943  0.07
C: -0.613 -0.488 -4.122  -0.08
C: -1.627 0.431 -3.456  -0.57
O: -2.598 0.863 -4.425  -0.09
P: -0.795 1.950 -2.882  0.47
O: -1.832 2.829 -2.093  -0.10
O: -0.631 2.740 -4.268  -0.12
O: 0.492 1.740 -2.191  -0.32
P: -2.533 -0.383 -2.056  0.35
O: -2.284 -1.968 -2.264  -0.13
O: -3.956 -0.056 -2.319  -0.29
O: -1.839 0.006 -0.776  -0.35
H: -0.101 0.031 -4.937  0.08
H: -1.136 -1.354 -4.525  0.08
H: 0.114 -0.827 -3.385  0.05
H: -3.453 0.761 -3.959  0.07
H: -1.688 2.820 -1.120  0.05
H: -1.409 2.533 -4.812  0.07
H: -1.581 -2.272 -1.675  0.04
C: 3.031 1.649 -0.751  -0.19
As: 2.674 0.001 -1.666  1.01
C: 2.783 0.313 -3.565  -0.20
C: 4.239 -1.097 -1.367  -0.21
O: 1.354 -0.831 -1.111  -0.52
H: 3.833 2.171 -1.274  0.04
H: 3.330 1.431 0.273  0.04
H: 2.117 2.234 -0.759  0.01
H: 3.808 0.607 -3.792  0.04
H: 2.080 1.091 -3.845  0.02
H: 2.550 -0.612 -4.089  0.04
H: 5.119 -0.599 -1.775  0.03
H: 4.094 -2.054 -1.866  0.04
H: 4.369 -1.271 -0.302  0.02
O: 0.344 2.846 2.202  0.08
B: -0.160 2.170 1.052  -0.35
O: -1.146 3.073 0.502  0.05
C: -1.205 4.184 1.287  -0.21
C: -1.996 5.304 1.164  0.00
C: -1.845 6.297 2.133  -0.11
C: -0.936 6.156 3.174  -0.11
C: -0.139 5.015 3.287  0.00
C: -0.296 4.043 2.325  -0.23
H: -2.704 5.403 0.351  0.12
H: -2.451 7.192 2.073  0.09
H: -0.846 6.943 3.912  0.09
H: 0.571 4.888 4.094  0.11

(4)
ORCA calculation (wB97M-V/def2-TZVPD) on a structure of composition C21H17Cl3GaGeN7.

Properties
Total charge = +3
2S+1 = 2
Relative energy (zero: lowest compared OMol25 entry of this formula, charge and spin) = 153.0 kJ/mol
Kohn-Sham gap (spin up / spin down) = 7.98 / 6.14 eV

Each line ends with the Löwdin charge.
Geometry (Å):
Ga: 0.442 0.217 -0.272  0.52
C: 0.390 1.912 -4.351  0.02
C: -0.170 0.854 -5.052  0.03
C: -0.403 -0.350 -4.391  0.05
C: -0.083 -0.458 -3.043  -0.18
N: 0.453 0.589 -2.370  0.05
C: 0.684 1.735 -3.007  -0.06
C: -0.132 -1.726 -2.277  -0.16
C: -0.511 -2.997 -2.704  0.06
C: -0.194 -4.083 -1.894  0.04
C: 0.582 -3.918 -0.750  0.06
C: 0.880 -2.619 -0.348  -0.20
N: 0.435 -1.596 -1.076  0.08
C: 1.817 -2.164 0.698  -0.21
C: 2.595 -3.027 1.459  0.06
C: 3.623 -2.502 2.237  0.03
C: 3.857 -1.134 2.218  0.01
C: 3.001 -0.326 1.483  -0.10
N: 2.006 -0.823 0.751  0.03
H: 0.602 2.853 -4.835  0.13
H: -0.406 0.953 -6.102  0.14
H: -0.811 -1.194 -4.926  0.13
H: 1.140 2.520 -2.415  0.13
H: -1.038 -3.153 -3.632  0.13
H: -0.498 -5.076 -2.189  0.14
H: 0.938 -4.779 -0.210  0.14
H: 2.414 -4.091 1.446  0.14
H: 4.250 -3.157 2.827  0.14
H: 4.690 -0.698 2.754  0.14
H: 3.145 0.745 1.436  0.11
N: -0.758 3.805 1.189  0.19
C: 0.514 4.042 1.598  0.01
C: 1.275 2.999 1.150  -0.05
N: 0.467 2.123 0.484  0.07
C: -0.774 2.644 0.520  -0.25
C: -1.852 1.917 -0.076  -0.30
N: -1.600 0.685 -0.536  0.03
C: -2.774 0.198 -1.024  -0.05
C: -3.740 1.153 -0.864  0.00
N: -3.147 2.220 -0.268  0.17
H: -1.532 4.430 1.377  0.20
H: 0.782 4.911 2.168  0.15
H: 2.333 2.866 1.244  0.12
H: -2.853 -0.777 -1.461  0.13
H: -4.783 1.146 -1.115  0.15
H: -3.636 3.074 -0.033  0.20
Cl: -1.429 -2.674 2.145  0.26
Ge: -0.916 -0.602 2.280  -0.15
Cl: -2.682 0.548 2.689  0.27
Cl: 0.495 -0.204 3.842  0.25

(5)
ORCA calculation (wB97M-V/def2-TZVPD) on the molecule C11H11NO2.

Properties
Total charge = 0
Relative energy (zero: lowest compared OMol25 entry of this formula, charge and spin) = 270.6 kJ/mol
Kohn-Sham gap (spin up / spin down) = 8.42 / 8.42 eV
SMILES = CCC1=[N+]([O-])Cc2ccccc2C1=O

Each line ends with the Löwdin charge.
Geometry (Å):
C: 1.740 -2.535 2.171  -0.08
C: 0.797 -2.587 0.966  -0.17
C: 0.496 -1.225 0.444  -0.12
N: 1.409 -0.621 -0.334  -0.16
O: 2.500 -1.180 -0.595  -0.04
C: 1.322 0.778 -0.988  0.01
C: -0.075 1.297 -0.927  -0.16
C: -0.449 2.369 -1.728  -0.04
C: -1.747 2.847 -1.706  -0.07
C: -2.681 2.274 -0.856  -0.07
C: -2.317 1.216 -0.049  -0.01
C: -1.021 0.701 -0.085  -0.08
C: -0.745 -0.515 0.731  -0.30
O: -1.546 -0.928 1.554  0.09
H: 2.664 -2.029 1.898  0.07
H: 1.980 -3.546 2.489  0.07
H: 1.277 -2.006 3.002  0.08
H: -0.139 -3.073 1.242  0.11
H: 1.284 -3.151 0.166  0.12
H: 1.688 0.644 -2.005  0.14
H: 2.033 1.398 -0.435  0.15
H: 0.280 2.820 -2.386  0.12
H: -2.030 3.662 -2.353  0.11
H: -3.694 2.645 -0.833  0.11
H: -3.024 0.746 0.617  0.12

(6)
ORCA calculation (wB97M-V/def2-TZVPD) on a cluster of 2 separate species, C23H50BN2O3 in total.

Properties
Total charge = +1
Kohn-Sham gap = 9.90 eV

Each line ends with the Löwdin charge.
Geometry (Å):
C: 4.692 -2.726 -0.490  -0.11
C: 3.975 -3.616 -1.514  -0.25
C: 3.946 -3.057 -2.950  -0.21
C: 2.620 -2.425 -3.387  -0.20
C: 2.283 -1.140 -2.600  -0.19
C: 0.870 -1.049 -1.984  -0.20
C: 0.316 -2.333 -1.346  -0.19
C: -1.031 -2.804 -1.961  -0.20
C: -2.246 -2.297 -1.173  -0.20
C: -2.473 -0.783 -1.294  -0.20
C: -2.002 -0.004 -0.068  -0.21
C: -2.540 1.442 -0.030  -0.18
C: -1.541 2.449 -0.631  -0.20
C: -1.017 3.472 0.370  -0.16
C: -0.067 2.835 1.406  -0.09
N: 1.294 3.471 1.397  0.07
C: 2.202 2.718 0.483  -0.17
O: 3.417 3.365 0.486  -0.13
C: 4.318 2.847 -0.493  -0.03
B: 1.924 3.688 2.805  -0.63
O: 2.771 4.755 2.927  0.22
O: 1.572 2.821 3.757  0.12
C: 2.532 2.514 4.807  -0.16
C: 3.482 1.401 4.360  -0.03
H: 5.551 -2.220 -0.924  0.07
H: 4.004 -1.954 -0.133  0.05
H: 4.988 -3.293 0.390  0.07
H: 2.982 -3.864 -1.142  0.09
H: 4.526 -4.557 -1.548  0.10
H: 4.734 -2.308 -3.044  0.11
H: 4.176 -3.866 -3.642  0.11
H: 1.811 -3.153 -3.369  0.11
H: 2.753 -2.146 -4.434  0.11
H: 2.361 -0.310 -3.306  0.10
H: 3.045 -0.946 -1.845  0.08
H: 0.191 -0.641 -2.730  0.10
H: 0.930 -0.290 -1.195  0.08
H: 1.032 -3.147 -1.408  0.08
H: 0.122 -2.179 -0.282  0.10
H: -1.065 -3.892 -2.034  0.11
H: -1.082 -2.431 -2.986  0.11
H: -2.091 -2.587 -0.132  0.11
H: -3.130 -2.804 -1.561  0.11
H: -3.546 -0.610 -1.351  0.08
H: -2.049 -0.372 -2.211  0.11
H: -2.326 -0.561 0.811  0.11
H: -0.912 0.069 -0.054  0.07
H: -2.679 1.689 1.026  0.11
H: -3.504 1.492 -0.532  0.09
H: -2.030 3.007 -1.431  0.12
H: -0.694 1.935 -1.094  0.10
H: -1.847 3.942 0.897  0.12
H: -0.511 4.282 -0.166  0.12
H: -0.501 2.888 2.398  0.13
H: 0.066 1.784 1.158  0.12
H: 1.205 4.407 0.999  0.18
H: 2.250 1.676 0.815  0.16
H: 1.741 2.737 -0.512  0.15
H: 4.973 3.656 -0.799  0.10
H: 3.786 2.486 -1.375  0.09
H: 4.918 2.042 -0.072  0.10
H: 2.350 5.536 3.300  0.14
H: 3.050 3.410 5.134  0.12
H: 1.940 2.165 5.649  0.13
H: 3.447 0.580 5.072  0.08
H: 3.138 1.008 3.406  0.08
H: 4.510 1.743 4.291  0.09
C: -7.244 -2.908 0.096  -0.11
C: -6.576 -2.117 1.214  -0.26
C: -6.847 -0.610 1.122  -0.18
C: -6.338 -0.058 -0.134  -0.23
N: -5.949 0.347 -1.133  0.16
H: -6.863 -2.614 -0.883  0.07
H: -7.053 -3.974 0.216  0.07
H: -8.325 -2.758 0.100  0.08
H: -5.498 -2.292 1.191  0.10
H: -6.936 -2.473 2.180  0.11
H: -6.366 -0.082 1.947  0.12
H: -7.917 -0.408 1.176  0.12

no.,largest force on an atom (eV/A)
1,0.347
2,1.431
3,0.568
4,1.280
5,1.849
6,0.989